Entry 1:
This record from OMol25 describes a molecular structure, C16H10F5LiN2O2 in a non-equilibrium geometry. The level of theory is ωB97M-V/def2-TZVPD.

XYZ file:
```
36
Properties=species:S:1:pos:R:3:forces:R:3:nbo_charge:R:1
Li 0.17045 -0.46203 -0.08615 0.9 -0.8 0.3 0.909
O 2.10304 -0.27915 -0.16962 0.1 2.7 0.3 -0.868
C 2.58608 0.98636 -0.05797 -1.0 -5.1 0.3 0.339
C 3.97854 1.11774 0.10086 0.9 0.9 -1.2 -0.253
C 4.59136 2.31158 -0.13810 0.8 2.3 0.6 -0.215
C 3.86185 3.62373 -0.25001 0.4 -3.0 0.8 -0.324
C 2.52105 3.50187 -0.13596 -1.1 -4.4 0.4 -0.172
C 1.82793 2.09651 -0.03354 -0.1 5.9 -0.6 -0.202
C 0.38398 2.26616 -0.10303 0.5 -0.4 -0.9 0.004
N -0.46427 1.27659 0.06377 10.0 1.3 0.4 -0.376
N -1.65115 1.43325 -0.09212 -9.6 -0.6 0.5 -0.471
C -2.29927 0.25254 0.22007 -2.2 2.7 -2.0 0.591
O -1.80580 -0.88707 0.28428 -0.1 0.2 0.4 -0.751
C -3.89468 0.52909 0.17424 2.7 -5.0 0.0 -0.067
C -4.44949 1.76155 0.11889 0.4 0.2 0.4 -0.233
C -5.81955 1.84131 0.10818 -1.6 2.7 -0.8 -0.207
C -6.64520 0.71849 -0.03163 0.5 0.3 1.3 -0.264
C -6.05613 -0.53719 0.07109 0.4 -1.0 -0.7 -0.224
C -4.68410 -0.68948 0.12939 -0.1 3.4 0.3 -0.201
H 4.50834 0.18733 0.19433 0.3 -0.1 0.1 0.226
H 5.70134 2.39688 -0.08944 -0.8 -0.3 -0.1 0.179
H 4.35982 4.56244 -0.10359 0.4 0.3 -0.4 0.190
H 1.81271 4.26853 -0.00406 -0.4 1.3 -0.1 0.180
H 0.19479 3.30976 -0.52030 -1.1 -1.3 0.8 0.142
H -3.76364 2.60637 0.13588 -0.4 0.0 0.0 0.249
H -6.18380 2.95265 0.12350 0.0 -2.3 -0.1 0.193
H -7.71423 0.76148 0.04442 -0.4 0.4 -0.3 0.198
H -6.59094 -1.49217 0.01147 -0.5 0.6 0.1 0.195
H -4.28150 -1.66410 0.15353 0.9 -0.7 0.1 0.229
F 2.25502 -4.66414 -0.30932 0.0 0.1 -1.6 -0.392
C 3.11610 -5.45424 0.38889 2.0 1.3 4.2 0.053
F 2.61835 -6.74139 0.38177 -0.1 -1.0 -0.9 -0.423
C 4.58326 -5.44672 -0.01926 -4.2 -0.5 -0.1 0.853
F 4.94797 -4.22620 -0.40058 1.0 0.6 0.6 -0.334
F 5.38972 -6.00333 0.94238 0.0 0.8 -0.4 -0.366
F 4.79202 -6.21501 -1.10226 1.3 -1.4 -1.7 -0.388
```
Forces are in eV/Å.

Results
Total charge: -2
Strongest force on any atom (eV/A): 10.07
E_HOMO (eV): 0.526

Entry 2:
This record from OMol25 describes a molecular structure, C21H20Co2NO6 in a non-equilibrium geometry. The level of theory is ωB97M-V/def2-TZVPD.

XYZ file:
```
50
Properties=species:S:1:pos:R:3:forces:R:3:nbo_charge:R:1
O -2.73180 0.79136 -2.46635 1.3 -0.1 0.8 -0.555
C -1.65084 0.51783 -2.13817 -1.2 -0.2 -1.5 0.538
Co -0.07952 -0.00748 -1.60866 1.4 -0.8 -0.1 -0.044
C 0.94239 1.38397 -1.98676 0.2 2.1 -0.2 0.487
O 1.46647 2.39406 -2.20379 -0.3 -1.3 0.2 -0.541
C -0.24853 -0.36331 0.05807 -0.1 0.1 3.1 0.434
O -0.41435 -0.54445 1.20274 0.0 0.0 -1.5 -0.618
C -0.22651 -1.88061 -2.21276 -1.8 0.7 -2.0 -0.292
C -1.50696 -2.53316 -1.98951 -0.2 -1.1 -0.1 -0.093
C -2.06163 -2.73888 -0.70328 -0.1 0.2 -0.4 -0.153
C -3.42525 -2.97307 -0.58284 -0.2 -0.3 -0.6 -0.234
C -4.21526 -3.12380 -1.73843 0.2 0.0 -0.1 -0.245
C -3.61697 -3.11934 -3.00863 -0.1 -0.3 0.4 -0.215
C -2.25078 -2.90146 -3.12759 -0.2 0.5 0.5 -0.212
C 0.52356 -1.73222 -3.43796 -4.0 1.1 -2.1 -0.118
C 0.30897 -1.26296 -4.68279 0.6 -0.8 0.5 -0.558
Co 1.53437 -2.13513 -2.07356 3.9 0.0 2.5 -0.119
C 1.68411 -2.60545 -0.34886 1.3 -1.2 2.3 0.588
O 1.95947 -2.96709 0.72045 -1.0 0.9 -2.1 -0.525
C 2.83548 -0.88278 -2.18002 2.0 0.6 0.4 0.531
O 3.82784 -0.28504 -2.17286 -1.8 -0.7 -0.2 -0.533
C 2.26373 -3.50506 -2.90551 0.8 -1.7 -0.8 0.610
O 2.73447 -4.38631 -3.49584 -0.9 1.6 0.9 -0.527
H -1.43728 -2.67296 0.19233 -0.2 0.2 -0.4 0.207
H -3.89387 -3.04123 0.39911 0.2 0.0 -0.2 0.203
H -5.28870 -3.29430 -1.64844 0.2 0.1 0.0 0.199
H -4.20064 -3.28381 -3.91622 0.0 -0.1 0.3 0.201
H -1.74874 -2.92101 -4.09781 -0.2 0.2 0.3 0.221
H 1.13346 -1.20872 -5.39249 -0.2 0.2 0.0 0.185
H -0.68568 -0.94577 -5.00890 0.3 -0.1 0.1 0.191
C -0.52957 1.97216 3.91998 -0.2 0.0 0.2 -0.626
C 0.38171 2.74590 2.96212 0.2 -0.4 0.1 0.120
C -0.49301 3.55930 2.01720 0.0 0.3 -0.1 -0.605
C 1.41064 3.60906 3.74284 -0.1 -0.2 -0.6 -0.404
C 2.70100 2.77112 3.80642 0.0 -0.3 0.1 -0.413
C 2.51278 1.61914 2.78903 0.1 -0.2 0.2 -0.206
N 1.23554 1.86358 2.17636 -0.1 0.5 -0.5 -0.659
H -1.14372 2.67949 4.49400 0.0 -0.2 0.0 0.193
H -1.20446 1.30657 3.36507 0.2 0.1 0.1 0.218
H 0.04576 1.35826 4.62401 0.0 0.1 -0.1 0.201
H -1.03409 4.33277 2.57365 -0.1 -0.1 -0.1 0.190
H 0.12412 4.03923 1.25091 -0.1 -0.1 0.1 0.219
H -1.22270 2.91522 1.51009 0.1 0.1 0.1 0.215
H 1.60136 4.51312 3.15783 -0.1 0.0 0.2 0.204
H 1.02947 3.88709 4.72841 0.1 0.1 -0.1 0.202
H 3.57752 3.37215 3.54093 -0.1 -0.1 0.2 0.205
H 2.84859 2.35830 4.81029 0.1 0.1 -0.1 0.197
H 3.30541 1.62652 2.03163 0.0 -0.1 0.1 0.184
H 2.55073 0.63503 3.28441 0.1 0.1 0.1 0.162
H 0.77189 1.06415 1.77018 0.1 0.1 0.2 0.392
```
Forces are in eV/Å.

Results
Total charge: -1
Strongest force on any atom (eV/A): 4.69
ΔE to the lowest compared entry with this formula, charge and spin (kJ/mol): 48.3
E_HOMO (eV): -3.839

Entry 3:
This record from OMol25 describes a molecular structure, C28H28N3PPtSSe2. The level of theory is ωB97M-V/def2-TZVPD.

XYZ file:
```
64
Properties=species:S:1:pos:R:3:forces:R:3:nbo_charge:R:1
Pt -0.78459 0.22648 -0.46859 0.1 0.0 0.0 0.460
Se 0.10978 -0.18180 1.78100 0.0 0.0 -0.1 -0.295
P -0.22403 -2.25499 1.23918 -0.1 -0.1 0.1 1.001
Se -0.24339 -2.28292 -0.93019 0.0 0.0 0.0 -0.493
C 0.98480 -3.39756 1.94786 0.0 0.0 0.0 -0.333
C 0.84944 -4.76126 1.69004 0.0 0.0 0.0 -0.208
C 1.77391 -5.65373 2.20345 0.0 0.0 0.0 -0.209
C 2.83248 -5.18905 2.97647 0.0 0.0 0.0 -0.191
C 2.96944 -3.83333 3.22920 0.0 0.0 0.0 -0.209
C 2.04742 -2.93265 2.71053 0.0 0.0 0.0 -0.209
C -1.81831 -2.81834 1.89938 0.0 0.0 0.0 -0.322
C -2.99073 -2.57908 1.19128 0.0 0.0 0.0 -0.208
C -4.21460 -2.92514 1.74207 0.0 0.0 0.0 -0.198
C -4.27201 -3.51000 2.99949 0.0 0.0 0.0 -0.195
C -3.10357 -3.74734 3.70922 0.0 0.0 0.0 -0.211
C -1.87710 -3.40080 3.16351 0.0 0.0 0.0 -0.216
H 0.02261 -5.11932 1.08722 0.0 0.0 0.0 0.227
H 1.67093 -6.71214 2.00307 0.0 0.0 0.0 0.219
H 3.55327 -5.88904 3.37903 0.0 0.0 0.0 0.217
H 3.79579 -3.47180 3.82693 0.0 0.0 0.0 0.220
H 2.15556 -1.87015 2.89113 0.0 0.0 0.0 0.237
H -2.93574 -2.11838 0.21280 0.0 0.0 0.0 0.237
H -5.12522 -2.73779 1.18816 0.0 0.0 0.0 0.215
H -5.22877 -3.78109 3.42691 0.0 0.0 0.0 0.216
H -3.14529 -4.20273 4.69008 0.0 0.0 0.0 0.217
H -0.96852 -3.58576 3.72292 0.0 0.0 0.0 0.223
C -0.73877 -0.00226 -3.48728 0.0 0.0 0.0 -0.418
N -1.43752 0.72737 -2.41551 0.0 0.0 0.0 -0.414
C -2.88972 0.48942 -2.52969 0.0 0.0 0.0 -0.420
C -1.15174 2.18390 -2.56376 0.0 0.0 0.0 -0.272
C -1.49243 2.88096 -1.28275 0.0 0.0 -0.1 -0.021
C -1.89904 4.20646 -1.23916 0.0 0.0 0.0 -0.238
C -2.12655 4.81769 -0.01270 0.0 0.0 0.0 -0.236
C -1.95689 4.08526 1.15401 0.0 0.0 0.0 -0.213
C -1.56135 2.75279 1.10237 0.0 0.0 0.0 -0.246
C -1.31100 2.12415 -0.11541 0.0 0.0 0.0 -0.226
H -1.05020 0.38557 -4.46333 0.0 0.0 0.0 0.187
H -0.98966 -1.05970 -3.42999 0.0 0.0 0.0 0.213
H 0.33442 0.13100 -3.36463 0.0 0.0 0.0 0.235
H -3.23682 0.76853 -3.53123 0.0 0.0 0.0 0.183
H -3.40985 1.08383 -1.78251 0.0 0.0 0.0 0.230
H -3.09184 -0.56556 -2.35417 0.0 0.0 0.0 0.215
H -1.69783 2.57559 -3.42986 0.0 0.0 0.0 0.191
H -0.07969 2.26681 -2.75805 0.0 0.0 0.0 0.235
H -2.03041 4.76558 -2.15959 0.0 0.0 0.0 0.205
H -2.43959 5.85292 0.03096 0.0 0.0 0.0 0.210
H -2.13984 4.55201 2.11438 0.0 0.0 0.0 0.209
H -1.45050 2.20145 2.02871 0.0 0.0 0.0 0.213
N 2.85242 -0.86026 -2.10351 0.0 0.0 0.0 -0.819
C 3.08902 0.46486 -1.86975 0.0 0.0 0.0 0.286
N 2.15734 1.32473 -1.64695 -0.1 0.0 0.0 -0.541
C 2.69647 2.58732 -1.44423 0.1 0.0 0.0 0.199
C 1.96963 3.73271 -1.12932 0.0 0.0 0.0 -0.237
C 2.64322 4.93054 -0.96700 0.0 0.0 0.0 -0.210
C 4.02958 5.00549 -1.10812 0.0 0.0 0.0 -0.229
C 4.76929 3.87299 -1.40669 0.0 0.0 0.0 -0.204
C 4.09116 2.67408 -1.56644 0.0 0.0 0.0 -0.253
S 4.73472 1.09018 -1.90631 0.0 0.0 0.0 0.311
H 1.98840 -1.20134 -1.69149 0.0 0.0 0.0 0.422
H 3.63208 -1.48581 -1.98662 0.0 0.0 0.0 0.388
H 0.89663 3.67153 -0.99798 0.0 0.0 0.0 0.228
H 2.08280 5.82269 -0.71869 0.0 0.0 0.0 0.215
H 4.53473 5.95297 -0.97478 0.0 0.0 0.0 0.213
H 5.84576 3.92324 -1.50513 0.0 0.0 0.0 0.216
```
Forces are in eV/Å.

Results
Strongest force on any atom (eV/A): 0.15
ΔE to the lowest compared entry with this formula, charge and spin (kJ/mol): 19.5
E_HOMO (eV): -7.720

Entry 4:
This record from OMol25 describes 4 unconnected molecules or ions with the total composition C2H10O5 in a non-equilibrium geometry. The level of theory is ωB97M-V/def2-TZVPD.

XYZ file:
```
17
Properties=species:S:1:pos:R:3:forces:R:3:nbo_charge:R:1
C 0.14524 -0.66733 -1.25202 -0.8 -1.2 0.7 -0.750
C -0.30943 0.28935 -0.16777 -0.5 3.5 -0.5 0.783
O -0.35383 0.54104 1.04706 0.8 -2.8 -1.5 -0.639
O -0.66967 1.48032 -0.87727 0.8 -1.5 1.6 -0.710
H 0.33069 -0.00653 -2.09740 -0.1 -0.5 0.0 0.272
H 1.02790 -1.25578 -1.02151 -0.1 0.3 0.2 0.292
H -0.65683 -1.39856 -1.45361 0.0 0.5 -0.1 0.255
H -0.50249 1.94784 -0.03187 -0.9 1.6 -0.9 0.493
O 1.24315 -1.72630 1.58576 -1.0 1.1 0.0 -0.943
H 0.48114 -1.96627 1.04116 0.3 -0.9 -0.1 0.455
H 0.83872 -0.86007 1.82577 0.8 -0.4 0.4 0.482
O 2.65252 0.06739 -0.51663 0.4 0.3 0.5 -0.929
H 1.98415 0.67180 -0.17515 0.3 0.2 -0.2 0.450
H 2.85710 -0.43765 0.28258 0.1 -0.2 -0.1 0.488
O -3.43289 1.04381 0.63899 0.6 0.1 0.0 -0.927
H -2.79176 1.36917 1.28497 -0.3 -0.1 0.2 0.466
H -2.84372 0.90778 -0.11306 -0.4 0.0 -0.2 0.462
```
Forces are in eV/Å.

Results
Strongest force on any atom (eV/A): 3.58
SMILES: CC(=O)O.O.O.O
ΔE to the lowest compared entry with this formula, charge and spin (kJ/mol): 205.3
E_HOMO (eV): -11.536

Q: Look up the E_HOMO of the third one.
A: -7.720 eV

Q: Number 2 is which compound?
A: C21H20Co2NO6

Please write out number 1 again, unchanged.
This record from OMol25 describes a molecular structure, C16H10F5LiN2O2 in a non-equilibrium geometry. The level of theory is ωB97M-V/def2-TZVPD.

XYZ file:
```
36
Properties=species:S:1:pos:R:3:forces:R:3:nbo_charge:R:1
Li 0.17045 -0.46203 -0.08615 0.9 -0.8 0.3 0.909
O 2.10304 -0.27915 -0.16962 0.1 2.7 0.3 -0.868
C 2.58608 0.98636 -0.05797 -1.0 -5.1 0.3 0.339
C 3.97854 1.11774 0.10086 0.9 0.9 -1.2 -0.253
C 4.59136 2.31158 -0.13810 0.8 2.3 0.6 -0.215
C 3.86185 3.62373 -0.25001 0.4 -3.0 0.8 -0.324
C 2.52105 3.50187 -0.13596 -1.1 -4.4 0.4 -0.172
C 1.82793 2.09651 -0.03354 -0.1 5.9 -0.6 -0.202
C 0.38398 2.26616 -0.10303 0.5 -0.4 -0.9 0.004
N -0.46427 1.27659 0.06377 10.0 1.3 0.4 -0.376
N -1.65115 1.43325 -0.09212 -9.6 -0.6 0.5 -0.471
C -2.29927 0.25254 0.22007 -2.2 2.7 -2.0 0.591
O -1.80580 -0.88707 0.28428 -0.1 0.2 0.4 -0.751
C -3.89468 0.52909 0.17424 2.7 -5.0 0.0 -0.067
C -4.44949 1.76155 0.11889 0.4 0.2 0.4 -0.233
C -5.81955 1.84131 0.10818 -1.6 2.7 -0.8 -0.207
C -6.64520 0.71849 -0.03163 0.5 0.3 1.3 -0.264
C -6.05613 -0.53719 0.07109 0.4 -1.0 -0.7 -0.224
C -4.68410 -0.68948 0.12939 -0.1 3.4 0.3 -0.201
H 4.50834 0.18733 0.19433 0.3 -0.1 0.1 0.226
H 5.70134 2.39688 -0.08944 -0.8 -0.3 -0.1 0.179
H 4.35982 4.56244 -0.10359 0.4 0.3 -0.4 0.190
H 1.81271 4.26853 -0.00406 -0.4 1.3 -0.1 0.180
H 0.19479 3.30976 -0.52030 -1.1 -1.3 0.8 0.142
H -3.76364 2.60637 0.13588 -0.4 0.0 0.0 0.249
H -6.18380 2.95265 0.12350 0.0 -2.3 -0.1 0.193
H -7.71423 0.76148 0.04442 -0.4 0.4 -0.3 0.198
H -6.59094 -1.49217 0.01147 -0.5 0.6 0.1 0.195
H -4.28150 -1.66410 0.15353 0.9 -0.7 0.1 0.229
F 2.25502 -4.66414 -0.30932 0.0 0.1 -1.6 -0.392
C 3.11610 -5.45424 0.38889 2.0 1.3 4.2 0.053
F 2.61835 -6.74139 0.38177 -0.1 -1.0 -0.9 -0.423
C 4.58326 -5.44672 -0.01926 -4.2 -0.5 -0.1 0.853
F 4.94797 -4.22620 -0.40058 1.0 0.6 0.6 -0.334
F 5.38972 -6.00333 0.94238 0.0 0.8 -0.4 -0.366
F 4.79202 -6.21501 -1.10226 1.3 -1.4 -1.7 -0.388
```
Forces are in eV/Å.

Results
Total charge: -2
Strongest force on any atom (eV/A): 10.07
E_HOMO (eV): 0.526